(1)
# C46H41AsN5O9S2Zr

A molecular structure, C46H41AsN5O9S2Zr at a distorted geometry (ωB97M-V with the def2-TZVPD basis set, OMol25).

Values from the calculation:
LUMO = -0.140 Eh
total charge = +1
orbital gap = 4.81 eV
calculated total energy = -158031.85667 eV

Geometry as XYZ:
```
105
Properties=species:S:1:pos:R:3:lowdin_charge:R:1
Zr 0.17592 -0.14697 0.16007 1.733
O -1.24408 3.64062 -1.13580 0.050
C -0.33572 2.72905 -0.54178 -0.473
O -0.52166 1.41596 -0.88218 -0.307
C -0.37291 2.78962 0.97345 -0.130
C -0.60587 3.88393 1.78140 0.051
C -0.68205 3.68019 3.15471 0.017
C -0.55288 2.40233 3.69403 0.056
C -0.31548 1.36647 2.82326 -0.165
N -0.21771 1.58073 1.51105 0.024
C -0.23740 -0.10498 3.17102 -0.523
O -0.23004 -0.50890 4.29462 0.160
O -0.21697 -0.83368 2.05660 -0.248
H -0.75499 4.86248 1.34570 0.134
H -0.86883 4.52033 3.81135 0.128
H -0.63550 2.20641 4.75440 0.142
C -0.69930 -5.69129 1.06201 -0.003
N -0.78575 -4.23397 0.86157 -0.080
C -1.89698 -3.57529 1.55807 0.001
C 0.03070 -3.59307 0.05752 -0.431
C 1.06772 -4.32801 -0.73740 0.049
O -0.02883 -2.33983 -0.13767 -0.223
H -1.39056 -5.94769 1.85853 0.098
H 0.29904 -5.98726 1.37108 0.101
H -0.98842 -6.23133 0.16218 0.107
H -2.83642 -3.97217 1.17312 0.097
H -1.84251 -2.50810 1.41077 0.029
H -1.81483 -3.78400 2.62318 0.114
H 1.15812 -5.38445 -0.51528 0.078
H 2.03174 -3.84307 -0.58623 0.092
H 0.81002 -4.21203 -1.79193 0.103
O 7.80700 2.04670 6.00335 -0.346
S 6.67575 1.53018 6.75754 0.389
O 5.43114 2.25644 6.57351 -0.373
O 6.95363 1.09727 8.10390 -0.337
C 6.38437 0.02092 5.81856 -0.311
N 7.22765 -1.02864 5.92713 0.144
C 7.09710 -2.00079 5.04657 -0.109
C 6.16201 -1.98135 4.01084 0.001
C 5.31520 -0.90172 4.03034 -0.241
N 5.38941 0.06089 4.93047 0.143
C 4.24195 -0.63970 3.01635 -0.083
C 3.77253 -1.57004 2.09443 0.032
C 2.78862 -1.17963 1.21450 -0.132
N 2.23155 0.03919 1.21680 -0.107
C 2.69310 0.93291 2.10353 -0.097
C 3.69310 0.64237 2.99570 0.053
H 7.77019 -2.84558 5.15629 0.113
H 6.14252 -2.75027 3.24993 0.101
H 4.16134 -2.57845 2.05619 0.119
H 2.42576 -1.86745 0.46003 0.087
H 2.24925 1.91965 2.07869 0.120
H 4.05752 1.37666 3.70503 0.134
C -5.64278 -4.12497 -1.07273 -0.068
C -5.68073 -3.26162 0.01489 -0.071
C -4.72468 -2.26624 0.13709 -0.132
C -3.73657 -2.11814 -0.83469 -0.376
C -3.68880 -2.98516 -1.91873 -0.081
C -4.64967 -3.98688 -2.03122 -0.065
As -2.50650 -0.65961 -0.56256 1.361
C -1.82996 -0.56972 -2.40936 -0.315
C -0.85769 -1.33833 -3.02635 -0.117
C -0.55648 -1.12975 -4.37088 -0.070
C -1.23470 -0.15691 -5.09079 -0.065
C -2.20522 0.62293 -4.46801 -0.013
C -2.49544 0.43160 -3.12687 -0.179
C -3.45669 1.23505 -2.34067 -0.190
C -4.16901 2.33338 -2.80773 -0.017
C -4.99595 3.04036 -1.94561 -0.057
C -5.11360 2.66451 -0.61254 -0.065
C -4.40482 1.56905 -0.13580 -0.082
C -3.59612 0.86044 -1.00813 -0.312
H -6.38897 -4.90239 -1.17149 0.111
H -6.45339 -3.36118 0.76638 0.112
H -4.76652 -1.59905 0.99101 0.105
H -2.93312 -2.88967 -2.68260 0.093
H -4.62197 -4.65596 -2.88181 0.110
H -0.34011 -2.11947 -2.48606 0.082
H 0.19796 -1.73858 -4.85290 0.109
H -1.02040 -0.00993 -6.14196 0.112
H -2.73812 1.37473 -5.03791 0.114
H -4.08227 2.64499 -3.84188 0.111
H -5.55136 3.89315 -2.31379 0.112
H -5.75620 3.22408 0.05430 0.110
H -4.49690 1.28062 0.90438 0.105
C -1.52990 5.08874 -3.93309 -0.015
C -0.49321 4.15369 -3.40135 -0.192
C 0.13742 3.24320 -4.14239 -0.003
C 1.11638 2.31169 -3.57102 -0.015
C 1.49057 2.37245 -2.29351 -0.337
C 0.87010 3.35278 -1.32574 -0.095
C -0.20197 4.26838 -1.93283 -0.168
S 2.51928 1.14542 -1.54941 1.052
C 3.64558 0.71453 -2.84113 -0.207
O 1.64823 -0.15789 -1.41125 -0.624
H -1.72543 4.91767 -4.99008 0.089
H -1.21290 6.12696 -3.80176 0.098
H -2.46301 4.96722 -3.37522 0.087
H -0.08100 3.15940 -5.20045 0.122
H 1.51390 1.54666 -4.22878 0.115
H 1.60919 3.85376 -0.70177 0.158
H -0.10435 5.31891 -1.65287 0.164
H 3.09519 0.15528 -3.59654 0.066
H 4.42248 0.09467 -2.39836 0.071
H 4.07205 1.63353 -3.23848 0.082
```

=====

(2)
# C5H7NO

C5H7NO in the gas phase at a distorted geometry (ωB97M-V with the def2-TZVPD basis set, OMol25).

Values from the calculation:
LUMO (spin up / spin down) = -0.030 / -0.035 Eh
orbital gap (spin up / spin down) = 7.57 / 6.97 eV
calculated total energy = -8829.84694 eV

Geometry as XYZ:
```
14
Properties=species:S:1:pos:R:3:lowdin_charge:R:1
O -2.36236 0.41771 0.24359 -0.128
C -1.20105 1.05393 0.21631 -0.462
C -0.58216 0.30535 -0.91670 -0.119
C 1.12669 0.06874 -0.72099 -0.092
C 1.31946 -0.19592 0.59911 0.011
C 0.27304 -1.26798 0.59965 -0.123
N 0.00423 -0.96583 -0.84275 0.034
H -1.14703 2.15331 0.03773 0.121
H -0.83100 0.55986 -1.94615 0.149
H 1.73448 0.50102 -1.50823 0.138
H -0.58460 0.94571 1.13105 0.095
H 2.10464 0.06364 1.29456 0.113
H -0.62463 -1.24775 1.22855 0.128
H 0.77673 -2.23936 0.65299 0.134
```

=====

(3)
# C4H6F2O

C4H6F2O in the gas phase at a distorted geometry (ωB97M-V with the def2-TZVPD basis set, OMol25).

Values from the calculation:
LUMO = 0.032 Eh
orbital gap = 11.58 eV
SMILES = C[C@]1(C(F)F)CO1
calculated total energy = -11726.38059 eV

Geometry as XYZ:
```
13
Properties=species:S:1:pos:R:3:lowdin_charge:R:1
C 0.18763 1.30293 -0.69872 0.023
C 0.20458 -0.07453 -0.13645 -0.492
C -1.18549 -0.64919 0.16157 -0.296
F -1.96573 0.31331 0.74236 0.058
F -1.85034 -1.02733 -0.97626 0.066
C 1.21105 -0.66579 0.67055 -0.077
O 1.01851 -1.05436 -0.67802 0.046
H -0.19415 1.81969 0.19795 0.101
H 1.16166 1.66288 -0.87455 0.075
H -0.49481 1.38989 -1.57035 0.113
H -1.09878 -1.50824 0.80814 0.152
H 0.94310 -1.41372 1.37081 0.108
H 2.06278 -0.09555 0.98298 0.123
```

=====

(4)
# C4H12NS

A gas-phase ion, C4H12NS (charge +2) at a distorted geometry (ωB97M-V with the def2-TZVPD basis set, OMol25).

Values from the calculation:
LUMO (spin up / spin down) = -0.280 / -0.444 Eh
total charge = +2
spin multiplicity = 2
orbital gap (spin up / spin down) = 12.48 / 7.89 eV
⟨S²⟩ = 0.7538
calculated total energy = -16647.29504 eV

Geometry as XYZ:
```
18
Properties=species:S:1:pos:R:3:lowdin_spin:R:1
C -1.25253 -0.54416 1.33292 0.005
C -1.30116 -0.23023 -0.09177 0.014
C -0.00978 -0.18572 -0.91937 0.035
S 1.31926 1.01699 -0.02347 0.799
C 1.85003 2.18132 -1.36840 0.082
N -0.34330 -1.77554 1.45953 0.001
H -0.73570 0.33072 1.97755 0.004
H -2.26385 -0.66818 1.74303 0.000
H -1.83877 0.76539 -0.32847 0.000
H -1.95661 -1.04409 -0.60691 0.000
H -0.04620 0.05654 -1.96051 -0.001
H 0.58055 -1.17344 -1.09116 0.015
H 2.65339 2.99041 -0.88273 -0.001
H 1.18253 2.96180 -1.84364 0.015
H 2.47348 1.47012 -2.04916 0.031
H -0.23001 -2.41076 0.68210 0.000
H 0.61893 -1.46569 1.65752 0.000
H -0.70026 -2.27549 2.31296 0.000
```

=====

(5)
# C19H46B2F11N5O7

8 unconnected molecules or ions with the total composition C19H46B2F11N5O7 at a distorted geometry (ωB97M-V with the def2-TZVPD basis set, OMol25).

Values from the calculation:
LUMO = -0.218 Eh
total charge = +2
orbital gap = 1.09 eV
calculated total energy = -73463.11042 eV

Geometry as XYZ:
```
90
Properties=species:S:1:pos:R:3:lowdin_charge:R:1
C -2.50635 0.11599 -6.99509 0.038
C -3.04481 -0.90880 -8.07062 -0.324
O -2.30461 -1.74068 -8.64002 0.150
N -4.51566 -0.81914 -8.34726 0.100
H -4.81512 -1.72781 -8.67091 0.171
H -5.14661 -0.54130 -7.60914 0.178
C -4.68158 -0.00298 -9.67217 0.065
H -3.04907 1.05998 -6.94570 0.086
H -1.41715 0.14821 -7.02138 0.106
H -2.67358 -0.25961 -5.98560 0.094
H -4.28943 1.00837 -9.56504 0.112
H -5.73394 -0.10159 -9.93847 0.110
H -4.09619 -0.49484 -10.44902 0.113
C -10.55703 0.25917 1.84855 0.039
C -9.05073 0.08935 2.14607 -0.354
O -8.41867 0.82488 2.83107 0.203
N -8.43450 -1.25792 1.66131 0.092
H -7.74898 -1.53379 2.34984 0.179
H -9.16519 -1.95468 1.68812 0.165
C -8.02501 -1.09276 0.21398 0.035
H -11.01963 -0.58957 1.34482 0.088
H -10.73332 1.15408 1.25178 0.108
H -11.07646 0.43396 2.79076 0.111
H -7.81144 -2.07046 -0.21796 0.110
H -7.19588 -0.38762 0.15537 0.117
H -8.89821 -0.69186 -0.30069 0.107
C -2.82012 4.37972 2.61669 0.046
C -3.19681 4.58982 1.10369 -0.316
O -4.30978 4.53340 0.64102 0.149
N -1.96872 4.80224 0.18842 0.105
H -1.34846 5.42390 0.68734 0.181
H -1.56374 3.87748 0.21865 0.184
C -2.26430 5.36597 -1.17209 0.027
H -3.41175 3.54936 3.00214 0.093
H -2.98102 5.30981 3.16179 0.104
H -1.78337 4.08071 2.77110 0.093
H -2.71551 6.33672 -0.96674 0.113
H -2.90222 4.70854 -1.76280 0.103
H -1.34425 5.51662 -1.73682 0.115
C -0.98427 -5.76096 -0.21881 0.041
C -1.84499 -5.55702 1.01151 -0.340
O -2.75071 -6.31264 1.35273 0.141
N -1.49681 -4.49800 2.03648 0.107
H -1.17555 -3.60672 1.68649 0.170
H -2.32197 -4.12011 2.47967 0.174
C -0.40350 -4.92062 3.04608 0.059
H 0.07519 -5.61130 -0.01085 0.102
H -1.26823 -5.00023 -0.94596 0.105
H -1.11146 -6.72317 -0.71488 0.108
H -0.81467 -5.65193 3.74194 0.106
H -0.03402 -4.10204 3.66374 0.113
H 0.38713 -5.45304 2.51738 0.109
C 8.11550 1.54419 6.53007 0.026
C 7.39976 1.87412 5.25075 -0.362
O 7.47632 3.00839 4.85262 0.176
N 6.59327 0.80008 4.49580 0.126
H 7.10241 0.32012 3.76743 0.183
H 6.48225 0.06288 5.17721 0.158
C 5.24404 1.35218 3.91852 0.058
H 8.36688 0.49316 6.38779 0.090
H 7.49393 1.70024 7.41177 0.106
H 9.01962 2.14745 6.61215 0.110
H 4.63153 1.97167 4.57362 0.104
H 4.58954 0.49463 3.76257 0.099
H 5.50864 1.94576 3.04346 0.114
C 7.94515 -3.07496 0.18052 -0.462
O 7.74304 -1.68761 -0.19104 -0.140
O 8.57138 -3.07998 1.46974 -0.314
C 6.72810 -3.98512 -0.14447 -0.638
F 5.56676 -3.54861 0.31106 0.128
F 6.56424 -4.06039 -1.45265 0.129
F 6.91307 -5.20514 0.37036 0.132
C 7.41038 -1.35616 -1.55988 -0.256
C 8.00837 0.07683 -1.76290 -0.082
H 7.45537 0.85641 -1.23893 0.056
H 9.05690 0.07565 -1.46510 0.073
H 7.91993 0.51369 -2.75760 0.055
H 6.32228 -1.35639 -1.62419 0.100
H 7.82323 -2.01839 -2.32088 0.105
H 8.71845 -3.42701 -0.50224 0.126
B 2.75305 6.27003 1.76555 -1.522
F 4.04258 6.56342 1.75904 0.173
F 2.34701 5.93279 3.04191 0.106
F 2.11591 7.35992 1.24825 0.115
F 2.63657 5.30792 0.82757 0.129
B -0.38228 -0.39098 0.02566 -1.375
F -0.63848 -0.11839 1.36675 0.087
F 0.53927 -1.42439 -0.10700 0.098
F -1.55104 -0.71413 -0.63465 0.084
F 0.13034 0.70092 -0.63902 0.114
```

=====

(6)
# C16H26CaClF6N6OPS

A molecular structure, C16H26CaClF6N6OPS at a distorted geometry (ωB97M-V with the def2-TZVPD basis set, OMol25).

Values from the calculation:
LUMO = 0.002 Eh
orbital gap = 7.47 eV
calculated total energy = -95401.98307 eV

Geometry as XYZ:
```
59
Properties=species:S:1:pos:R:3:lowdin_charge:R:1
Ca 0.06573 -0.38182 -0.25254 1.381
N -0.93904 0.18901 -2.21385 -0.105
C 0.02633 0.04108 -3.30619 -0.227
C 1.32703 0.73141 -2.90730 -0.187
N 1.96625 0.14361 -1.71485 -0.246
C 2.70469 -1.08345 -2.03277 -0.183
C 3.04149 -1.88404 -0.77515 -0.226
N 1.83261 -2.09442 0.03308 -0.053
C 2.84340 1.13908 -1.07057 -0.174
C 2.11954 1.81246 0.08378 -0.233
N 1.73116 0.78555 1.06056 -0.061
H -1.19891 1.17642 -2.12137 -0.001
H -1.78630 -0.32608 -2.43251 0.085
H 0.18642 -1.02133 -3.49132 0.097
H -0.31941 0.49616 -4.24054 0.123
H 2.02290 0.74461 -3.75822 0.131
H 1.06836 1.76409 -2.66129 0.079
H 2.08320 -1.70624 -2.67518 0.108
H 3.63393 -0.85569 -2.57461 0.132
H 3.51067 -2.82359 -1.08455 0.120
H 3.77730 -1.35285 -0.16749 0.099
H 1.25607 -2.78572 -0.44137 0.035
H 2.08336 -2.52513 0.91550 0.092
H 3.73915 0.64891 -0.68420 0.112
H 3.17320 1.89314 -1.79265 0.131
H 2.75199 2.59850 0.51062 0.124
H 1.21214 2.27499 -0.30682 0.062
H 2.55765 0.37580 1.48046 0.090
H 1.18735 1.20333 1.80741 0.065
O -0.89460 1.41052 0.36198 -0.386
N -0.93662 2.63163 0.86984 -0.209
C -0.94476 2.74746 2.21755 -0.062
C -0.99064 3.95504 2.85518 -0.072
C -1.04580 5.11355 2.07381 -0.079
C -1.03691 5.00066 0.70968 -0.104
C -0.95931 3.75058 0.05116 -0.723
S -0.86330 3.62164 -1.62606 0.624
H -0.92996 1.80895 2.75438 0.116
H -0.99982 3.99015 3.93425 0.103
H -1.09440 6.08684 2.54398 0.107
H -1.08184 5.87480 0.07806 0.098
Cl -2.17905 -4.75812 3.41665 0.700
C -2.27864 -3.09025 2.99696 -0.652
C -3.42418 -2.36245 3.27101 -0.078
C -3.45940 -1.03477 2.88118 -0.037
C -2.35615 -0.49604 2.23675 -0.137
N -1.24130 -1.18887 2.00029 0.027
C -1.21035 -2.46655 2.37339 -0.171
H -4.26517 -2.82842 3.76614 0.112
H -4.33352 -0.42639 3.06509 0.110
H -2.37374 0.51554 1.85829 0.082
H -0.30766 -3.02522 2.15783 0.104
F -1.04806 -2.04571 -0.57045 -0.367
P -1.23598 -3.47505 -1.45693 0.189
F -2.54402 -3.78170 -0.60432 -0.115
F -0.31804 -4.20013 -0.33132 -0.154
F 0.13680 -3.06441 -2.24543 -0.163
F -2.08240 -2.63067 -2.52895 -0.128
F -1.35941 -4.81047 -2.29604 -0.103
```